C6H10O | wB97M-V/def2-TZVPD

- Strongest force on any atom: 0.005 hartree/bohr
- Structure (SMILES): C[C@H]1CC=CCO1
- E_tot: -8430.6279 eV
- Total charge: 0
- LUMO level: 1.079 eV

XYZ file:
```
17
Properties=species:S:1:pos:R:3:forces:R:3:nbo_charge:R:1
C -2.13140 0.27531 0.05907 -0.1 0.1 0.0 -0.63
C -0.78410 0.01909 0.73075 -0.2 -0.2 0.0 0.11
C -0.09481 -1.21772 0.10976 0.0 0.0 0.0 -0.48
C 1.40454 -1.13792 0.12148 0.1 0.1 0.0 -0.18
C 1.98942 0.04499 -0.02572 -0.1 -0.1 0.0 -0.22
C 1.12651 1.27050 -0.13665 0.2 0.1 -0.1 -0.11
O -0.01587 1.22152 0.70097 0.1 -0.1 0.0 -0.53
H -2.81598 0.83366 0.70198 0.1 0.0 0.0 0.21
H -2.62516 -0.65474 -0.23780 0.1 0.0 0.1 0.20
H -1.95775 0.86877 -0.84125 0.0 -0.1 0.0 0.21
H -0.94011 -0.17673 1.79880 0.1 0.0 -0.1 0.18
H -0.43645 -1.32985 -0.93133 0.1 0.1 0.1 0.21
H -0.45134 -2.11249 0.63581 0.1 0.2 -0.1 0.22
H 1.98443 -2.05344 0.20516 -0.1 0.1 0.0 0.21
H 3.07024 0.15390 -0.06433 -0.1 0.0 0.0 0.21
H 1.67978 2.16041 0.18227 -0.1 -0.1 -0.1 0.20
H 0.83743 1.43080 -1.19359 0.0 -0.1 0.2 0.17
```
Positions in Å, forces in eV/Å.

C6H10O | wB97M-V/def2-TZVPD

- Strongest force on any atom: 0.018 hartree/bohr
- Structure (SMILES): C#C[C@](C)(O)CC
- E_tot: -8429.1010 eV
- Total charge: 0
- LUMO level: 0.966 eV

XYZ file:
```
17
Properties=species:S:1:pos:R:3:forces:R:3:nbo_charge:R:1
C 2.19374 -0.40520 -0.67050 0.1 0.8 -0.4 -0.24
C 1.26361 0.35308 -0.54479 0.3 -0.5 0.0 -0.03
C -0.04808 0.82101 -0.07883 -0.3 -0.5 -0.1 0.18
C -0.92594 1.39372 -1.19483 0.0 -0.1 0.0 -0.60
O 0.09624 1.87770 0.86571 0.2 -0.1 0.2 -0.71
C -0.79286 -0.45761 0.57780 0.0 0.4 -0.1 -0.41
C -0.00619 -1.76287 0.80268 0.2 0.1 0.0 -0.63
H 3.01868 -1.06201 -0.81328 0.1 0.1 -0.1 0.24
H -0.54984 2.34886 -1.57581 0.1 -0.2 0.2 0.22
H -0.99629 0.68427 -2.02400 0.0 0.1 0.1 0.21
H -1.92782 1.56230 -0.78811 0.1 0.0 -0.1 0.22
H 0.82907 1.65874 1.45642 -0.1 0.0 -0.1 0.47
H -1.17075 -0.05765 1.52358 0.0 -0.1 -0.1 0.22
H -1.65955 -0.66557 -0.06001 0.2 0.1 0.1 0.21
H 0.16156 -2.00061 1.85632 -0.2 0.1 -0.1 0.21
H 0.98243 -1.65878 0.34757 -0.3 -0.3 0.3 0.23
H -0.46801 -2.62939 0.32008 -0.1 0.2 0.2 0.21
```
Positions in Å, forces in eV/Å.

C6H10O2 | wB97M-V/def2-TZVPD

- Strongest force on any atom: 0.071 hartree/bohr
- Structure (SMILES): C=C=CO.C=COC
- E_tot: -10473.8165 eV
- Total charge: 0
- LUMO level: 0.766 eV

XYZ file:
```
18
Properties=species:S:1:pos:R:3:forces:R:3:nbo_charge:R:1
C -2.15657 -0.76829 -1.70802 0.6 0.3 -0.4 -0.44
C -1.71390 -0.49803 -0.51903 -0.1 0.6 1.7 -0.03
C -1.50683 -0.15422 0.74164 -1.7 -0.7 -0.7 0.05
O -1.67995 1.11172 1.26452 0.9 0.3 -0.5 -0.68
H -3.21868 -0.78353 -1.91596 -0.1 -0.3 0.0 0.22
H -1.46480 -0.85985 -2.53572 -0.1 -0.1 -0.2 0.21
H -1.51416 -0.89541 1.53476 0.3 0.0 -0.2 0.20
H -1.36919 1.74850 0.59978 -0.3 -0.1 0.3 0.48
C 1.40094 -1.26220 1.42666 -2.2 0.5 0.3 -0.49
C 1.84929 -0.72568 0.29492 3.6 0.5 0.0 0.15
O 1.71505 0.17548 -0.76093 -1.1 -0.6 0.1 -0.52
C 1.19185 1.47211 -0.63285 -0.4 0.5 0.3 -0.25
H 0.49276 -1.12103 1.98365 -0.7 0.7 -0.6 0.19
H 1.84597 -2.08358 1.96250 1.4 0.1 -0.5 0.22
H 2.93160 -0.87447 0.21808 -0.2 -1.3 -0.3 0.17
H 1.53828 1.83959 0.34060 -0.8 0.4 -0.1 0.19
H 0.12792 1.51880 -0.88542 -0.3 -0.3 1.0 0.16
H 1.53043 2.16009 -1.40918 1.0 -0.5 -0.1 0.19
```
Positions in Å, forces in eV/Å.

C6H10O2 | wB97M-V/def2-TZVPD

- Strongest force on any atom: 0.037 hartree/bohr
- E_tot: -10473.1631 eV
- Total charge: 0
- LUMO level: 0.643 eV

XYZ file:
```
18
Properties=species:S:1:pos:R:3:forces:R:3:nbo_charge:R:1
C -1.21030 -0.26316 2.16930 -0.2 0.3 0.3 -0.26
C 0.16637 -0.66063 -0.05785 0.8 0.0 -1.4 0.50
C -0.24590 -1.78242 -0.72519 0.0 0.3 0.1 -0.74
O -1.12176 0.05100 0.77454 0.4 1.0 -0.1 -0.54
O 1.28993 -0.80651 0.74107 -0.4 0.3 0.1 -0.70
H 1.66867 0.06665 0.90508 0.0 -0.1 0.0 0.47
H -0.25570 -0.20226 2.69709 0.1 0.2 -0.3 0.18
H -1.56191 -1.28717 2.29498 -0.1 0.1 -0.3 0.21
H -1.91861 0.42345 2.63393 0.0 -0.1 0.0 0.19
H 0.40762 -2.63875 -0.79480 0.0 0.0 0.2 0.22
H -1.18725 -1.77993 -1.25256 0.0 0.1 -0.1 0.21
C 1.18668 1.02238 -1.93977 0.0 0.1 -0.1 -0.65
C 0.27221 0.85262 -0.78736 0.1 -0.9 0.3 -0.11
C -0.56754 1.53228 -0.10098 -0.7 -1.4 1.0 0.07
H 1.04000 0.17471 -2.61687 0.0 0.1 0.1 0.25
H 1.01551 1.95559 -2.47649 0.0 -0.1 0.0 0.22
H 2.22970 0.98992 -1.61104 -0.1 0.0 0.0 0.23
H -1.20773 2.35224 0.14691 0.0 0.1 0.0 0.23
```
Positions in Å, forces in eV/Å.